# 1
The following is a DFT calculation (wB97M-V/def2-TZVPD) of the molecule CH3ClO3S2 in a non-equilibrium geometry.

Computed properties:
DFT total energy: -1522.1201 hartree
HOMO: -10.12 eV
HOMO-LUMO gap: 9.579 eV

Each line ends with the natural charge from an NBO analysis.
Positions of all 10 atoms, in Å:
1 C 1.391 0.073 0.154  -0.845
2 O -0.953 2.062 -0.320  -0.888
3 O -0.724 -1.332 1.081  -0.887
4 O -0.102 -1.690 -1.357  -0.900
5 S -1.653 0.902 -0.774  1.110
6 S -0.213 -0.769 -0.184  1.804
7 Cl -2.961 0.312 0.689  -0.187
8 H 1.637 1.068 -0.142  0.271
9 H 1.525 -0.039 1.245  0.264
10 H 2.053 -0.588 -0.393  0.257

# 2
The following is a DFT calculation (wB97M-V/def2-TZVPD) of the molecule CH3ClO3S2 in a non-equilibrium geometry.

Computed properties:
DFT total energy: -1522.0627 hartree
HOMO: -8.95 eV
HOMO-LUMO gap: 7.514 eV
SMILES: CS(=O)(=O)OSCl

Each line ends with the natural charge from an NBO analysis.
Positions of all 10 atoms, in Å:
1 C -1.656 0.176 0.361  -0.779
2 O 0.789 -0.978 -0.449  -0.983
3 O 0.666 1.594 0.644  -0.847
4 O -0.074 1.188 -1.711  -0.828
5 S 2.222 -2.113 -0.159  0.552
6 S -0.035 0.824 -0.336  2.257
7 Cl 3.816 -0.913 0.337  -0.153
8 H -1.782 0.466 1.377  0.257
9 H -2.489 0.602 -0.144  0.247
10 H -1.458 -0.847 0.080  0.278

# 3
The following is a DFT calculation (wB97M-V/def2-TZVPD) of a cluster of 2 separate species, CH3ClOSi in total in a non-equilibrium geometry.

Computed properties:
DFT total energy: -864.6856 hartree
HOMO (alpha / beta): -9.07 / -7.00 eV
HOMO-LUMO gap (alpha / beta): 8.745 / 6.372 eV

Each line ends with the natural charge from an NBO analysis.
Positions of all 7 atoms, in Å:
1 C 1.845 1.221 1.459  0.325
2 O 0.867 0.639 1.117  -0.468
3 Si -1.369 -1.031 -0.854  0.666
4 Cl 0.553 -1.418 -0.331  -0.332
5 H 2.325 1.856 0.592  0.130
6 H -2.521 -1.125 -0.001  -0.160
7 H -1.700 -0.142 -1.983  -0.160

# 4
The following is a DFT calculation (wB97M-V/def2-TZVPD) of the molecule CH3F in a non-equilibrium geometry.

Computed properties:
DFT total energy: -139.7348 hartree
HOMO: -11.84 eV
HOMO-LUMO gap: 13.013 eV
SMILES: CF

Each line ends with the natural charge from an NBO analysis.
Positions of all 5 atoms, in Å:
1 C 0.017 -0.027 0.007  -0.141
2 F -1.349 0.017 0.026  -0.360
3 H 0.322 -0.923 0.654  0.174
4 H 0.421 0.008 -1.049  0.167
5 H 0.589 0.924 0.362  0.160

# 5
The following is a DFT calculation (wB97M-V/def2-TZVPD) of the molecule CH3F2N2P in a non-equilibrium geometry.

Computed properties:
DFT total energy: -690.3768 hartree
2S+1: 3
<S²>: 2.01
HOMO (alpha / beta): -6.85 / -10.19 eV
HOMO-LUMO gap (alpha / beta): 7.506 / 6.353 eV

Each line ends with the natural charge from an NBO analysis.
Positions of all 9 atoms, in Å:
1 C 0.976 -0.399 -0.127  -0.543
2 N 0.981 -1.599 0.196  -0.324
3 N -0.735 1.925 0.041  -1.289
4 F -1.575 -0.393 -1.372  -0.556
5 F -1.346 -0.509 0.959  -0.563
6 P -0.733 0.392 -0.185  2.187
7 H 1.816 0.176 -0.359  0.277
8 H 2.010 -1.945 0.182  0.402
9 H -1.396 2.352 0.665  0.409

# 6
The following is a DFT calculation (wB97M-V/def2-TZVPD) of a cluster of 2 separate species, CH3F2NO in total in a non-equilibrium geometry.

Computed properties:
DFT total energy: -369.5648 hartree
HOMO: -9.83 eV
HOMO-LUMO gap: 10.546 eV

Each line ends with the natural charge from an NBO analysis.
Positions of all 8 atoms, in Å:
1 C 0.754 0.053 -0.017  1.083
2 N -1.313 -0.322 -0.009  -0.975
3 O 0.789 1.370 0.018  -0.694
4 F 1.188 -0.592 1.066  -0.321
5 F 1.278 -0.486 -1.095  -0.300
6 H -1.317 -1.225 0.461  0.339
7 H -1.453 -0.518 -0.998  0.339
8 H 0.073 1.719 0.573  0.530

# 7
The following is a DFT calculation (wB97M-V/def2-TZVPD) of the molecule CH3F2NS in a non-equilibrium geometry.

Computed properties:
DFT total energy: -692.3288 hartree
2S+1: 3
<S²>: 2.01
HOMO (alpha / beta): -6.20 / -11.30 eV
HOMO-LUMO gap (alpha / beta): 6.765 / 7.333 eV

Each line ends with the natural charge from an NBO analysis.
Positions of all 8 atoms, in Å:
1 C 1.146 0.031 0.100  -0.460
2 N -0.172 0.399 0.977  -0.476
3 F -1.706 -1.293 -0.293  -0.531
4 F -1.971 0.802 -0.969  -0.492
5 S -1.563 0.108 0.571  1.253
6 H 2.088 0.249 0.640  0.234
7 H 1.236 0.692 -0.773  0.241
8 H 0.942 -0.988 -0.252  0.231

# 8
The following is a DFT calculation (wB97M-V/def2-TZVPD) of a cluster of 2 separate species, CH3F2OPS in total in a non-equilibrium geometry.

Computed properties:
DFT total energy: -1054.4462 hartree
HOMO: -10.05 eV
HOMO-LUMO gap: 10.270 eV
SMILES: FP(F)S.C=O

Each line ends with the natural charge from an NBO analysis.
Positions of all 9 atoms, in Å:
1 C -1.862 0.054 0.362  0.328
2 O -1.259 0.324 -0.620  -0.521
3 F 2.968 0.959 -0.317  -0.596
4 F 0.890 1.582 0.371  -0.588
5 P 1.428 0.571 -0.782  1.384
6 S 1.397 -1.376 0.094  -0.345
7 H -2.420 -0.852 0.556  0.098
8 H 0.811 -1.937 -0.889  0.137
9 H -1.952 0.675 1.225  0.103

# 9
The following is a DFT calculation (wB97M-V/def2-TZVPD) of the molecule CH3F2PS in a non-equilibrium geometry.

Computed properties:
DFT total energy: -979.0626 hartree
HOMO (alpha / beta): -9.29 / -9.29 eV
HOMO-LUMO gap (alpha / beta): 7.918 / 7.921 eV
SMILES: F[PH2]=C(F)S

Each line ends with the natural charge from an NBO analysis.
Positions of all 8 atoms, in Å:
1 C 0.949 -0.242 -0.463  -0.002
2 F -2.562 -0.795 0.689  -0.642
3 F 1.497 -1.452 -0.539  -0.337
4 P -0.892 -0.409 0.110  0.858
5 S 2.030 0.682 0.591  0.058
6 H -1.061 0.888 0.233  -0.061
7 H -1.577 -0.632 -1.027  -0.024
8 H 1.615 1.961 0.407  0.150

# 10
The following is a DFT calculation (wB97M-V/def2-TZVPD) of a cluster of 2 separate species, CH3F3O in total in a non-equilibrium geometry.

Computed properties:
DFT total energy: -414.7144 hartree
HOMO: -10.98 eV
HOMO-LUMO gap: 11.832 eV
SMILES: FC(F)F.O

Each line ends with the natural charge from an NBO analysis.
Positions of all 8 atoms, in Å:
1 F -0.615 1.047 -0.546  -0.326
2 F -0.752 0.156 1.391  -0.316
3 F 1.153 -0.040 0.285  -0.329
4 C 0.083 0.723 0.519  0.875
5 H 0.389 1.697 0.950  0.107
6 O -0.361 -1.437 -0.704  -0.952
7 H -0.504 -0.724 -1.366  0.466
8 H 0.607 -1.422 -0.528  0.474

# 11
The following is a DFT calculation (wB97M-V/def2-TZVPD) of a structure of composition CH3FIP in a non-equilibrium geometry.

Computed properties:
DFT total energy: -778.7469 hartree
HOMO: -8.96 eV
HOMO-LUMO gap: 8.587 eV

Each line ends with the natural charge from an NBO analysis.
Positions of all 7 atoms, in Å:
1 C -0.135 -0.591 0.532  -0.760
2 F -1.220 2.208 -0.187  -0.593
3 P -0.133 1.308 -1.020  0.959
4 I 2.065 -0.867 0.690  0.037
5 H -0.337 -0.046 1.508  0.212
6 H -0.664 -1.611 0.414  0.234
7 H 0.897 1.939 -0.313  -0.089

# 12
The following is a DFT calculation (wB97M-V/def2-TZVPD) of a cluster of 2 separate species, CH3FN2O2 in total in a non-equilibrium geometry.

Computed properties:
DFT total energy: -399.5807 hartree
HOMO (alpha / beta): -8.86 / -8.86 eV
HOMO-LUMO gap (alpha / beta): 8.620 / 8.625 eV

Each line ends with the natural charge from an NBO analysis.
Positions of all 9 atoms, in Å:
1 C 0.562 -0.305 -0.145  0.777
2 N 1.536 0.449 0.123  -0.817
3 N -1.393 0.403 0.478  0.123
4 O 0.280 -1.411 -0.433  -0.545
5 O -1.986 -0.810 0.300  -0.531
6 F -1.778 1.330 -0.575  -0.327
7 H 1.543 1.458 0.252  0.438
8 H 2.592 0.183 0.263  0.417
9 H -1.358 -1.297 -0.263  0.466

# 13
The following is a DFT calculation (wB97M-V/def2-TZVPD) of a cluster of 2 separate species, CH3FNO2S in total in a non-equilibrium geometry.

Computed properties:
DFT total energy: -743.1035 hartree
Total charge: -1
HOMO: -4.14 eV
HOMO-LUMO gap: 7.585 eV

Each line ends with the natural charge from an NBO analysis.
Positions of all 9 atoms, in Å:
1 C 0.123 -1.669 -1.926  0.197
2 N 0.524 0.837 1.438  -1.084
3 O 2.246 -1.172 1.375  -1.041
4 O -0.139 -1.532 1.722  -1.043
5 F 0.904 -2.771 -1.731  -0.372
6 S 0.859 -0.891 0.849  1.612
7 H -0.579 -1.826 -1.168  0.051
8 H 1.291 1.450 1.125  0.333
9 H 0.694 0.704 2.462  0.347

# 14
The following is a DFT calculation (wB97M-V/def2-TZVPD) of a cluster of 2 separate species, CH3FO2S in total in a non-equilibrium geometry.

Computed properties:
DFT total energy: -688.2821 hartree
HOMO (alpha / beta): -11.76 / -9.97 eV
HOMO-LUMO gap (alpha / beta): 10.720 / 5.931 eV

Each line ends with the natural charge from an NBO analysis.
Positions of all 8 atoms, in Å:
1 C 0.027 -0.199 0.134  -0.427
2 O -2.132 3.542 -0.257  -0.771
3 O 0.299 3.833 -0.592  -0.803
4 F -0.601 3.213 1.677  -0.502
5 S -0.752 3.048 -0.033  1.991
6 H 0.453 0.069 -0.788  0.170
7 H 0.506 0.303 0.990  0.173
8 H -0.959 -0.463 0.266  0.170

# 15
The following is a DFT calculation (wB97M-V/def2-TZVPD) of a cluster of 2 separate species, CH3FO4S in total in a non-equilibrium geometry.

Computed properties:
DFT total energy: -838.7130 hartree
HOMO (alpha / beta): -10.56 / -10.56 eV
HOMO-LUMO gap (alpha / beta): 9.613 / 9.612 eV

Each line ends with the natural charge from an NBO analysis.
Positions of all 10 atoms, in Å:
1 C 2.976 0.144 -0.064  0.134
2 O -1.849 -0.796 0.368  -0.951
3 O -4.037 0.186 0.874  -0.892
4 O 1.791 -0.118 0.207  -0.021
5 O 0.956 -0.546 -0.653  -0.449
6 F -2.588 1.509 -0.355  -0.515
7 S -3.153 0.008 -0.237  1.802
8 H 3.384 0.141 -1.041  0.183
9 H -0.947 -0.838 0.103  0.537
10 H 3.467 0.310 0.798  0.173

# 16
The following is a DFT calculation (wB97M-V/def2-TZVPD) of a cluster of 2 separate species, CH3FOS in total in a non-equilibrium geometry.

Computed properties:
DFT total energy: -613.1132 hartree
HOMO: -9.86 eV
HOMO-LUMO gap: 9.478 eV
SMILES: C=O.FS

Each line ends with the natural charge from an NBO analysis.
Positions of all 7 atoms, in Å:
1 C -0.894 -1.150 -0.791  0.280
2 O -0.600 -0.843 -1.902  -0.490
3 F 2.462 1.326 1.135  -0.471
4 S 0.828 1.079 1.365  0.373
5 H -0.659 -0.592 0.083  0.111
6 H -1.525 -2.081 -0.684  0.091
7 H 0.387 2.262 0.794  0.108

# 17
The following is a DFT calculation (wB97M-V/def2-TZVPD) of the molecule CH3FS in a non-equilibrium geometry.

Computed properties:
DFT total energy: -537.9209 hartree
HOMO: -9.84 eV
HOMO-LUMO gap: 10.720 eV
SMILES: FCS

Each line ends with the natural charge from an NBO analysis.
Positions of all 6 atoms, in Å:
1 C -0.440 0.203 0.250  -0.077
2 F -0.856 -0.393 1.427  -0.364
3 S -0.052 -1.073 -1.004  -0.062
4 H -1.257 0.971 0.004  0.192
5 H 0.352 0.795 0.388  0.166
6 H 1.183 -1.518 -0.495  0.144

# 18
The following is a DFT calculation (wB97M-V/def2-TZVPD) of a cluster of 2 separate species, CH3I2N2 in total in a non-equilibrium geometry.

Computed properties:
DFT total energy: -744.4311 hartree
Total charge: +1
2S+1: 3
<S²>: 2.01
HOMO (alpha / beta): -10.76 / -12.76 eV
HOMO-LUMO gap (alpha / beta): 6.460 / 5.804 eV

Each line ends with the natural charge from an NBO analysis.
Positions of all 8 atoms, in Å:
1 C 0.718 -0.187 0.646  0.748
2 N -0.321 -0.385 1.266  -0.766
3 N 1.713 0.264 0.250  -0.463
4 I -1.826 1.526 -1.679  -0.070
5 I -1.162 -0.598 -3.099  0.088
6 H -0.456 -1.121 2.090  0.506
7 H -0.987 0.376 1.090  0.479
8 H 2.321 0.126 -0.564  0.478

# 19
The following is a DFT calculation (wB97M-V/def2-TZVPD) of the ion CH3I2N2 with charge +1 in a non-equilibrium geometry.

Computed properties:
DFT total energy: -744.3146 hartree
Total charge: +1
2S+1: 3
<S²>: 2.02
HOMO (alpha / beta): -12.46 / -13.12 eV
HOMO-LUMO gap (alpha / beta): 7.515 / 5.550 eV

Each line ends with the natural charge from an NBO analysis.
Positions of all 8 atoms, in Å:
1 C 0.275 -0.490 0.110  0.276
2 N -0.743 1.898 -0.147  -0.792
3 N 1.398 -0.959 0.406  -0.730
4 I -1.408 -1.586 -0.009  0.412
5 I -2.582 1.441 0.003  0.588
6 H -0.544 1.925 -1.236  0.359
7 H 2.166 -0.319 0.326  0.455
8 H 1.438 -1.910 0.548  0.431

# 20
The following is a DFT calculation (wB97M-V/def2-TZVPD) of a cluster of 2 separate species, CH3I3P in total in a non-equilibrium geometry.

Computed properties:
DFT total energy: -1273.9563 hartree
Total charge: +1
2S+1: 3
<S²>: 2.03
HOMO (alpha / beta): -12.22 / -14.23 eV
HOMO-LUMO gap (alpha / beta): 6.063 / 5.340 eV

Each line ends with the natural charge from an NBO analysis.
Positions of all 8 atoms, in Å:
1 C 0.056 0.787 -0.200  -0.500
2 P -3.251 -0.158 0.102  0.269
3 I -4.162 0.076 2.526  0.226
4 I -4.158 1.894 -0.918  0.223
5 I -4.428 -2.025 -1.010  0.246
6 H -0.018 0.594 -1.196  0.153
7 H 0.770 0.166 0.419  0.213
8 H -0.580 1.650 -0.012  0.169